ORCA calculation (the ωB97M-V functional and the def2-TZVPD basis) on 9 unconnected molecules or ions with the total composition C36H64O18.

* gap between HOMO and LUMO: 10.040 eV
* energy relative to the best compared isomer or geometry (same formula, charge and spin): 4.0702 eV
* electronic energy: -2764.4158 Ha
* HOMO level: -9.9 eV
* structure (SMILES): CCOC(C)=O.CCOC(C)=O.CCOC(C)=O.CCOC(C)=O.CCOC(C)=O.O=C1CCCO1.O=C1CCCO1.O=C1CCCO1.O=C1CCCO1

```
118
Properties=species:S:1:pos:R:3:forces:R:3:mulliken_charge:R:1
C -0.17955 6.40137 -3.38100 0.40 -0.37 0.51 -1.145
C 1.17957 7.08868 -3.53166 -1.15 0.80 -0.19 -0.185
O 2.02384 6.28226 -2.76636 2.27 -0.29 1.18 -0.217
C 3.23763 6.76721 -2.33180 0.79 0.53 -0.39 0.661
C 3.90366 5.77978 -1.38365 0.23 0.42 0.13 -0.984
O 3.80416 7.79485 -2.69247 -1.88 -1.66 0.34 -0.554
H -0.03877 5.34500 -3.60981 -0.18 -0.02 -0.34 0.287
H -1.05745 6.79012 -3.89700 0.40 0.23 -0.19 0.361
H -0.37506 6.40635 -2.30869 -0.29 0.10 0.03 0.304
H 1.54302 7.17092 -4.55599 -0.04 0.05 -0.02 0.295
H 1.16487 8.06343 -3.04409 -0.06 0.29 -0.44 0.290
H 4.85849 6.20705 -1.07731 0.08 -0.10 -0.40 0.325
H 4.04688 4.82807 -1.89534 0.00 0.01 0.09 0.259
H 3.39680 5.60514 -0.43459 -0.58 -0.02 -0.32 0.302
C -5.74960 -6.70412 5.50719 0.36 0.52 0.09 -1.124
C -5.75801 -5.20357 5.98365 -1.20 -2.48 -1.61 -0.211
O -4.40003 -4.77133 6.09313 -0.31 0.56 0.48 -0.323
C -3.73015 -4.25220 5.06465 -0.68 2.08 -4.31 0.664
C -2.31458 -3.67207 5.46798 -2.08 -1.36 -0.42 -0.804
O -4.17567 -4.12165 3.86872 1.39 -0.90 4.92 -0.604
H -6.70808 -7.21227 5.61306 -0.07 0.21 0.45 0.382
H -4.97558 -7.21231 6.08228 -0.22 -0.21 0.19 0.296
H -5.49026 -6.87280 4.46202 0.17 0.61 -0.10 0.300
H -6.42694 -4.66134 5.31534 0.84 0.62 -0.42 0.276
H -6.33365 -5.19043 6.90916 1.08 0.33 0.62 0.348
H -2.08041 -4.11051 6.43805 0.53 0.07 -0.25 0.274
H -2.34642 -2.58512 5.54296 -0.21 -0.11 -0.08 0.244
H -1.69523 -3.96992 4.62193 0.40 0.08 0.45 0.282
C -2.49106 8.37584 -9.58585 0.63 -0.64 -0.36 -1.186
C -2.83227 6.93651 -9.20088 -1.24 1.66 -0.28 -0.198
O -1.65759 6.18412 -8.97081 0.36 1.96 -0.19 -0.273
C -1.77897 4.90640 -8.82073 0.60 -2.86 0.13 0.704
C -0.46582 4.17195 -8.62585 0.19 0.80 0.83 -0.915
O -2.80338 4.27788 -8.84397 -0.86 0.34 -0.09 -0.569
H -1.77669 8.36147 -10.40899 0.10 0.08 -0.04 0.327
H -2.04056 8.93197 -8.76373 -0.20 0.06 -0.02 0.306
H -3.39198 8.85061 -9.97448 0.00 0.15 0.32 0.370
H -3.47228 7.02495 -8.32300 0.18 -0.65 0.30 0.287
H -3.46357 6.54293 -9.99753 0.32 -0.58 0.03 0.307
H -0.06169 3.80849 -9.57067 -0.19 -0.16 0.13 0.247
H -0.65457 3.39253 -7.88763 0.00 -0.31 -0.49 0.292
H 0.27037 4.82372 -8.15541 0.12 0.16 -0.26 0.301
C 0.38526 -10.31050 7.68465 0.82 0.93 -0.14 -1.144
C 1.24266 -8.97722 7.68699 -1.30 -1.06 0.14 -0.212
O 2.04017 -8.91195 6.50052 -0.11 -1.23 0.41 -0.267
C 2.74710 -7.83994 6.22947 -0.66 4.22 0.98 0.739
C 3.56870 -7.98704 5.00049 1.16 -0.17 0.15 -0.979
O 2.66965 -6.74280 6.84190 0.13 -3.38 -1.10 -0.604
H 0.98204 -11.22250 7.69865 0.37 0.21 0.02 0.316
H -0.26106 -10.40334 6.81187 -0.05 0.33 0.04 0.309
H -0.21600 -10.33320 8.59354 -0.10 0.16 -0.07 0.369
H 0.58658 -8.10708 7.70961 -0.01 -0.02 0.01 0.297
H 1.85158 -8.95606 8.59079 0.28 0.08 -0.20 0.283
H 2.99617 -8.04100 4.07454 -0.12 0.08 0.21 0.270
H 4.17360 -8.88932 5.09044 -0.13 -0.20 -0.17 0.314
H 4.27675 -7.15836 4.99408 -0.27 0.07 -0.29 0.310
C 3.21743 0.31901 10.44137 -1.89 0.48 -0.21 -1.164
C 3.13862 0.38236 8.92037 0.94 -0.11 -0.88 -0.147
O 2.97856 1.71243 8.39187 -0.22 1.05 -0.67 -0.287
C 2.82591 1.96715 7.03950 0.82 0.36 -0.10 0.635
C 2.70206 3.45534 6.70061 -0.76 -0.77 1.00 -0.922
O 2.88708 1.19069 6.11704 -0.15 -0.69 1.35 -0.537
H 2.26229 0.70866 10.79348 -0.10 0.16 0.31 0.318
H 3.97664 0.88251 10.98374 0.33 -0.20 -0.57 0.313
H 3.17546 -0.73154 10.72898 0.47 -0.01 0.00 0.358
H 4.08202 -0.01187 8.54263 -0.11 -0.17 -0.43 0.268
H 2.30124 -0.16983 8.49381 0.14 -0.48 0.41 0.291
H 1.88685 3.89592 7.27458 -0.02 0.05 0.07 0.311
H 2.42234 3.46602 5.64716 0.49 0.38 0.12 0.297
H 3.60891 3.98286 6.99633 0.04 -0.02 -0.41 0.268
O 2.27651 -2.76827 -0.40736 -0.77 1.18 -1.52 -0.568
C 1.75924 -1.86600 -1.03619 0.76 0.11 2.11 0.494
C 0.76415 -0.80159 -0.44728 0.25 -0.77 -1.72 -0.420
C 0.76381 0.25998 -1.54127 -0.24 0.09 -0.14 -0.425
C 1.18089 -0.51552 -2.79602 0.10 0.72 -0.06 -0.365
O 2.04671 -1.55810 -2.33611 -0.36 -0.52 0.46 -0.336
H -0.20455 -1.28958 -0.55494 -0.18 -0.15 0.58 0.227
H 0.93286 -0.46702 0.57629 0.23 -0.35 -0.23 0.333
H -0.23422 0.68487 -1.64849 0.16 0.24 -0.11 0.301
H 1.49534 1.05480 -1.39558 -0.09 0.01 0.30 0.247
H 0.36270 -0.91292 -3.39664 -0.17 -0.33 0.33 0.229
H 1.72929 0.14678 -3.46589 0.28 -0.24 0.01 0.283
O -4.90357 0.03645 -4.25997 0.48 -3.04 -2.56 -0.601
C -4.81606 -0.94987 -5.01766 -1.06 1.91 2.49 0.512
C -5.58133 -1.21539 -6.33189 1.78 -0.93 -0.10 -0.333
C -5.07699 -2.66017 -6.69752 -2.06 0.60 -0.79 -0.467
C -3.98184 -2.99562 -5.74745 0.25 -0.35 0.85 -0.350
O -4.13355 -2.08136 -4.63357 0.17 0.91 -0.76 -0.348
H -6.66072 -1.14134 -6.19949 0.23 0.07 0.14 0.290
H -5.25115 -0.55332 -7.13235 -0.17 0.41 0.33 0.216
H -5.92440 -3.33181 -6.56008 0.09 -0.18 0.07 0.215
H -4.82003 -2.73877 -7.75386 0.25 0.05 0.13 0.362
H -4.08664 -4.00321 -5.34509 -0.02 0.08 0.10 0.278
H -2.98378 -2.95159 -6.18337 0.08 0.47 0.13 0.226
O -3.08671 2.95797 5.45914 -2.01 -1.66 -2.22 -0.637
C -3.87480 2.51248 4.60485 2.58 2.20 2.41 0.550
C -5.27105 2.04880 4.78187 -0.24 -0.22 1.86 -0.328
C -5.87499 2.35201 3.47588 -2.23 -1.49 -1.95 -0.464
C -4.71897 2.23572 2.49231 0.06 0.41 0.22 -0.381
O -3.59771 2.58303 3.30036 1.16 0.36 -0.42 -0.348
H -5.30840 0.99743 5.06705 0.22 -0.19 -0.29 0.227
H -5.72485 2.55369 5.63466 0.09 0.19 -0.11 0.268
H -6.56401 1.57226 3.15130 -0.26 -0.24 0.28 0.268
H -6.54344 3.21271 3.45436 0.82 0.59 -0.11 0.292
H -4.53534 1.22520 2.12731 -0.34 -0.15 0.09 0.268
H -4.78398 2.88274 1.61753 0.15 0.20 0.23 0.283
O 8.23193 -2.48382 -6.53346 0.46 2.99 0.18 -0.616
C 8.19463 -1.24928 -6.45787 -1.14 -3.96 -0.45 0.483
C 8.92146 -0.23395 -7.26472 0.01 0.40 0.69 -0.314
C 8.51273 1.08161 -6.54906 0.42 -0.18 -1.32 -0.521
C 7.16008 0.70509 -5.90515 1.55 1.16 0.80 -0.336
O 7.32288 -0.66791 -5.62336 -0.86 -0.35 0.28 -0.325
H 9.96665 -0.51545 -7.13650 0.10 0.37 -0.52 0.261
H 8.59074 -0.29392 -8.30161 0.20 -0.08 0.01 0.260
H 9.33583 1.31731 -5.87448 -0.52 0.12 0.52 0.258
H 8.45530 1.90420 -7.26191 -0.18 0.05 0.11 0.330
H 7.04014 1.21425 -4.94887 -0.10 -0.02 0.00 0.265
H 6.28711 0.95716 -6.50721 0.05 -0.49 -0.31 0.256
```
Forces are in eV/Å.

***

ORCA calculation (the ωB97M-V functional and the def2-TZVPD basis) on 2 unconnected molecules or ions with the total composition C5H8N2S2.

* gap between HOMO and LUMO: 8.479 eV
* energy relative to the best compared isomer or geometry (same formula, charge and spin): 2.5728 eV
* electronic energy: -1101.0915 Ha
* HOMO level: -8.8 eV

```
17
Properties=species:S:1:pos:R:3:forces:R:3:nbo_charge:R:1
C -1.63935 -1.72644 -0.39608 -0.50 1.38 1.26 -0.160
C -2.39741 0.08595 1.11703 -1.07 -0.54 0.70 -0.200
C 1.89297 0.80795 1.32220 1.54 -2.13 0.71 -0.699
C 1.23765 0.77136 -1.24550 -2.50 -0.17 0.13 -0.715
C 1.60605 0.03621 0.02758 1.14 -0.18 0.43 -0.006
N -2.46382 -0.93144 -0.96523 -0.85 -0.71 -1.65 -0.255
N -2.95711 -0.00990 -0.10100 3.17 -1.23 2.13 -0.402
S -1.41416 -1.31248 1.29124 0.00 0.87 -0.58 0.364
S 1.74613 -1.60705 -0.02389 0.08 1.22 0.14 -0.006
H -1.04602 -2.43148 -0.90228 0.26 -0.87 -0.63 0.237
H 2.75346 1.47790 1.35980 0.39 -0.13 -0.95 0.242
H 2.11341 0.11722 2.21156 -0.77 0.77 -1.43 0.237
H 1.12999 1.48087 1.54343 -1.86 0.88 0.44 0.233
H 0.67705 0.04490 -1.82626 -0.02 -0.25 -0.21 0.240
H 2.01063 1.05618 -1.91700 1.20 0.38 -0.01 0.249
H 0.48990 1.61164 -1.19426 1.03 -0.43 0.67 0.229
H -3.73938 0.52862 -0.30135 -1.23 1.12 -1.14 0.413
```
Forces are in eV/Å.